(1)
{
  "formula": "C17H10Cl44FI2NO4S",
  "method": "ωB97M-V/def2-TZVPD",
  "gap_ha": 0.3091,
  "lumo_energy_ev": -1.323,
  "homo_ev": -9.74,
  "elements": ["I", "I", "Cl", "Cl", "Cl", "Cl", "Cl", "Cl", "Cl", "Cl", "Cl", "Cl", "Cl", "Cl", "Cl", "Cl", "Cl", "Cl", "Cl", "Cl", "Cl", "Cl", "Cl", "Cl", "Cl", "Cl", "Cl", "Cl", "Cl", "Cl", "Cl", "Cl", "Cl", "Cl", "Cl", "Cl", "Cl", "Cl", "Cl", "Cl", "Cl", "Cl", "Cl", "Cl", "Cl", "Cl", "S", "F", "O", "O", "O", "O", "N", "C", "C", "C", "C", "C", "C", "C", "C", "C", "C", "C", "C", "C", "C", "C", "C", "C", "H", "H", "H", "H", "H", "H", "H", "H", "H", "H"],
  "positions_angstrom": [[-2.21077, -0.02097, 3.83771], [-0.35541, 3.40207, 1.72926], [-0.98403, 2.20009, -2.14207], [-2.53436, 3.28481, 7.31076], [6.00858, -3.87693, 1.52054], [-4.07217, -1.67710, -2.64994], [-1.35767, -3.84091, -1.85631], [-3.43031, 1.23002, -3.38306], [9.95104, 5.41183, 3.73966], [-1.88126, -0.52440, -1.65439], [-3.34747, 1.71595, -0.51558], [-6.26257, -1.38585, -4.54285], [7.58759, 4.92768, 5.36616], [9.05381, 2.68734, 4.22734], [1.25441, 10.85703, -3.42373], [0.50707, 5.60655, -4.28102], [-10.69203, -7.11132, -8.50845], [-1.52816, 1.86733, 9.64400], [-6.33539, -7.19323, -7.11493], [-0.15767, 8.09243, -2.92298], [-9.68583, -8.52880, -6.17521], [4.13501, 10.67806, -3.79241], [2.67309, -8.82238, 0.57989], [-5.52107, -4.60642, -8.16898], [-6.57570, -3.09191, -2.20680], [1.78910, -7.08323, -1.57873], [5.90000, -1.38484, 0.02271], [4.52080, -6.90511, -0.59288], [-8.60688, -9.11759, -8.81245], [2.59803, 12.65218, -5.27779], [-0.44921, 1.27855, 7.00677], [-0.04909, 5.60033, -1.42515], [-0.69293, -6.32678, -3.21435], [-11.31802, -9.92822, -8.13567], [2.34047, 9.82564, -5.91814], [6.56474, -3.87071, -1.33534], [-3.16035, 0.46792, 7.68354], [3.85458, -3.41460, -0.37998], [-4.81080, -3.90164, -4.37367], [-4.39198, -7.04911, -9.27543], [-3.40309, -5.87066, -2.25900], [2.31422, -5.97518, 1.05989], [-3.65435, -6.18926, -6.59550], [7.50476, 4.44175, 2.49867], [-1.24909, -6.33300, -0.35848], [-2.20309, 6.06267, -3.32566], [0.62884, -0.44832, 1.97677], [0.13115, -2.07531, 2.39022], [1.99051, -0.66935, 1.20475], [2.44151, 1.60359, 4.91288], [4.41206, 0.95908, 6.14610], [-0.36683, 0.02587, 0.89347], [0.86052, 0.52645, 3.34790], [4.89714, 2.68273, 4.26613], [-0.47570, 6.34047, -2.98873], [2.58197, 11.00322, -4.60305], [2.82430, -7.19649, -0.13292], [3.89877, 1.70705, 5.13509], [8.52431, 4.36718, 3.95797], [-10.07572, -8.67147, -7.90797], [-1.67570, -5.59286, -1.92206], [0.04841, 3.74656, 4.78219], [-0.31065, 1.10392, 4.03806], [5.58198, -3.13679, -0.04304], [-0.68220, 2.66831, 3.74831], [-1.91804, 1.72467, 7.91124], [-4.97570, -6.25953, -7.78869], [-5.43029, -2.51410, -3.44332], [-2.41075, 1.15545, -1.92377], [2.15600, 1.24876, 3.48152], [-0.08665, 1.04759, 5.21174], [1.12889, 3.93297, 4.30945], [4.42008, 3.75117, 4.18031], [5.05269, 2.17432, 3.22299], [3.12314, 0.63234, 3.14899], [-1.84930, 2.78097, 3.97421], [2.24113, 2.27648, 2.89892], [5.90890, 2.80981, 4.88348], [0.27430, 3.25967, 5.84848], [-0.50561, 4.77553, 4.85243]],
  "atomic_forces_ev_per_a": [[1.19, 0.35, 0.07], [-0.26, -0.43, 0.59], [-0.35, -0.28, 0.05], [0.18, -0.38, 0.10], [-0.10, 0.17, -0.36], [-1.33, -1.23, -0.54], [0.02, -0.53, -0.04], [0.39, 0.49, 0.25], [-0.40, -0.27, 0.06], [0.72, 0.94, 0.30], [0.24, -0.18, -0.36], [0.14, -0.20, 0.20], [0.25, -0.06, -0.28], [-0.17, 0.43, -0.06], [0.39, 0.30, -0.27], [-0.24, 0.18, 0.34], [0.17, -0.39, 0.16], [-0.08, -0.03, -0.49], [0.41, 0.31, -0.12], [-0.08, -0.66, -0.05], [-0.07, -0.03, -0.40], [-0.40, 0.08, -0.19], [0.03, 0.36, -0.15], [0.14, -0.41, 0.11], [0.20, 0.09, -0.26], [0.59, -0.06, 0.52], [-0.05, -0.38, -0.01], [-0.37, -0.12, 0.13], [-0.45, 0.05, 0.18], [-0.01, -0.42, 0.18], [-0.51, -0.07, 2.09], [-0.05, 0.20, -0.30], [-0.47, 0.22, 0.02], [0.30, 0.31, 0.07], [0.04, 0.28, 0.35], [-0.19, 0.17, 0.28], [0.38, 0.37, 0.09], [0.59, 0.31, 0.04], [-0.32, 0.54, 0.00], [-0.14, 0.18, 0.36], [0.60, -0.08, 0.23], [0.01, -0.44, -0.22], [-0.25, -0.05, -0.27], [0.22, -0.01, 0.32], [-0.25, 0.24, -0.34], [0.44, 0.03, 0.10], [2.63, -0.75, -8.36], [0.89, 3.59, 0.04], [-4.58, 0.70, 4.58], [2.34, -0.50, -1.11], [-3.67, 5.10, -6.71], [2.29, -1.56, 5.37], [-0.30, -0.66, -0.96], [-0.72, -0.18, 0.83], [-0.12, 0.02, -0.04], [0.05, -0.02, -0.07], [0.05, 0.01, -0.06], [2.49, -3.83, 5.32], [0.15, -0.01, -0.02], [0.00, 0.00, -0.07], [-0.08, -0.01, 0.19], [1.90, -0.70, -0.44], [-0.32, 1.41, 1.70], [-0.22, -0.04, -0.03], [-1.34, 0.88, 2.20], [-0.35, -0.05, 0.31], [-0.08, 0.03, 0.02], [0.05, -0.02, 0.07], [-0.02, 0.11, -0.01], [3.43, 1.20, -0.52], [-0.42, -0.08, -3.89], [-2.33, -0.13, 1.15], [0.77, -2.16, -0.10], [-0.17, 1.17, 1.95], [-2.84, 0.72, 0.26], [2.66, -0.36, -0.77], [-0.90, -2.17, 0.91], [-2.41, -0.70, -1.49], [-0.83, 1.36, -2.51], [0.90, -2.21, -0.20]]
}

(2)
{
  "formula": "C15H12MoN4O4S2",
  "method": "ωB97M-V/def2-TZVPD",
  "gap_ha": 0.2058,
  "lumo_energy_ev": -9.530,
  "total_charge": 2,
  "homo_ev": -15.13,
  "de_lowest_kcal_mol": 0.2,
  "elements": ["Mo", "S", "S", "O", "O", "O", "O", "N", "N", "N", "N", "C", "C", "C", "C", "C", "C", "C", "C", "C", "C", "C", "C", "C", "C", "C", "H", "H", "H", "H", "H", "H", "H", "H", "H", "H", "H", "H"],
  "positions_angstrom": [[0.79165, 0.77547, 1.03167], [3.22505, -2.81649, 2.96900], [2.77595, -0.13190, 1.56484], [-2.26660, -2.85077, -6.21332], [-0.29036, -0.46300, -0.05007], [0.87006, 1.07831, -1.01239], [-1.12604, -1.29454, -7.18767], [-0.48778, 2.00521, 2.16850], [1.01510, -1.47318, 3.11486], [-1.54044, -1.88543, -6.21934], [0.33467, -0.34064, 2.76837], [-0.27845, -0.26004, -4.85789], [-1.16780, -1.54730, -2.52510], [2.20116, -1.50012, 2.60379], [0.08837, 0.07343, -1.19450], [-0.61067, 0.07493, 3.53117], [-2.15213, 2.02385, 3.88293], [4.76338, -2.43260, 2.10343], [-1.10972, -1.36758, -4.88778], [-0.83637, 3.25007, 1.80938], [-1.14020, 1.39378, 3.20005], [-1.85335, 3.93427, 2.45462], [-0.32778, -0.42550, -2.46530], [-1.56491, -2.02451, -3.75647], [-2.51775, 3.31611, 3.49884], [0.11966, 0.21967, -3.62763], [-2.10449, 4.93645, 2.13814], [-2.21001, -2.88429, -3.86108], [0.76973, 1.08066, -3.55651], [0.03650, 0.19744, -5.78416], [-3.31234, 3.83094, 4.02271], [4.61526, -2.38357, 1.02787], [-1.49676, -2.03239, -1.61657], [-0.28549, 3.70015, 0.99184], [-0.91565, -0.48880, 4.40632], [5.40857, -3.28025, 2.32900], [-2.64597, 1.52245, 4.70416], [5.22596, -1.53027, 2.49432]],
  "atomic_forces_ev_per_a": [[0.72, 0.33, 0.18], [-0.01, -0.03, 0.04], [-0.50, 0.20, 0.06], [0.00, 0.00, 0.00], [-0.12, -0.09, -0.33], [-0.11, -0.16, 0.32], [0.00, 0.00, 0.00], [0.04, 0.06, 0.13], [0.05, -0.09, 0.07], [0.00, 0.00, -0.01], [0.07, -0.08, -0.60], [0.00, 0.00, 0.00], [0.01, 0.01, 0.00], [0.06, 0.02, -0.05], [-0.10, -0.18, 0.09], [-0.11, 0.13, 0.02], [0.02, -0.06, 0.02], [0.00, 0.00, -0.01], [0.00, 0.00, 0.00], [0.09, -0.23, 0.01], [-0.03, 0.09, -0.03], [-0.13, 0.00, 0.06], [-0.02, -0.03, 0.01], [0.00, 0.00, 0.00], [0.01, 0.08, -0.05], [0.00, 0.00, 0.01], [0.00, 0.00, 0.01], [0.00, 0.00, 0.00], [0.00, 0.00, 0.00], [0.00, 0.00, 0.00], [0.01, 0.00, 0.00], [0.01, 0.00, 0.00], [0.00, 0.00, 0.00], [0.03, 0.01, 0.01], [0.02, 0.01, 0.04], [-0.01, 0.00, 0.00], [-0.01, 0.00, 0.01], [0.00, 0.00, -0.01]]
}

(3)
{
  "formula": "C34H48CaN6O2PS2",
  "method": "ωB97M-V/def2-TZVPD",
  "gap_ha": 0.2745,
  "lumo_energy_ev": -1.720,
  "total_charge": 1,
  "homo_ev": -9.19,
  "de_lowest_kcal_mol": 2.9,
  "elements": ["Ca", "S", "S", "P", "O", "O", "N", "N", "N", "N", "N", "N", "C", "C", "C", "C", "C", "C", "C", "C", "C", "C", "C", "C", "C", "C", "C", "C", "C", "C", "C", "C", "C", "C", "C", "C", "C", "C", "C", "C", "C", "C", "C", "C", "C", "C", "H", "H", "H", "H", "H", "H", "H", "H", "H", "H", "H", "H", "H", "H", "H", "H", "H", "H", "H", "H", "H", "H", "H", "H", "H", "H", "H", "H", "H", "H", "H", "H", "H", "H", "H", "H", "H", "H", "H", "H", "H", "H", "H", "H", "H", "H", "H", "H"],
  "positions_angstrom": [[0.23650, -0.60376, 0.88537], [0.17949, 2.15613, -0.28649], [-1.98213, 0.46210, 2.05719], [2.16947, -2.83266, 2.82882], [2.36829, -0.53203, -2.53963], [1.87336, -2.15791, 1.51090], [1.46671, 0.68363, 2.76172], [2.70212, 2.48787, -1.11567], [-0.53021, -1.73743, -3.28367], [-1.45913, -2.46955, 1.18144], [1.09349, 3.18643, -2.56147], [-1.54211, -0.35342, -1.18251], [0.27257, 6.06826, -2.80987], [-2.03816, -3.59297, -4.73169], [-3.91608, -3.24617, -3.13609], [-4.49942, -3.20184, 3.20349], [-4.39048, -2.59589, -2.03332], [-0.68405, 4.92559, -2.47593], [0.14592, 2.36779, 4.23890], [-2.55103, -2.29475, 2.00418], [-4.78905, -1.95292, 3.66812], [-3.61876, -1.61554, -1.37668], [-1.22930, -3.66314, 0.66560], [3.25805, 3.14261, 1.24603], [0.48639, 6.27859, -4.30544], [-0.24570, 3.56431, -3.00574], [-0.75908, -3.29460, -5.09561], [3.27311, 2.07095, 0.16106], [1.39324, 2.63824, -1.37391], [-3.07672, -4.65383, 1.82319], [0.71909, -2.89548, 3.88749], [2.71851, -4.52374, 2.59704], [-2.87859, -0.98564, 2.49035], [-0.14315, -3.86070, -0.35329], [-0.03516, -2.36382, -4.32054], [-2.35664, -1.30812, -1.81341], [3.45813, -1.98734, 3.74417], [-1.81879, -2.00671, -2.93207], [-3.38445, -3.38426, 2.35770], [-3.98639, -0.85997, 3.30403], [4.12812, 4.37291, 0.98361], [-2.02531, -4.79115, 0.97601], [3.56556, 5.36213, -0.03692], [-2.61370, -2.95673, -3.60822], [1.61914, -0.62739, -1.70570], [0.88181, 1.41943, 3.42273], [-0.46612, 6.42234, -4.81939], [-0.57344, -3.82629, -1.35489], [2.22214, 3.44873, 1.41709], [-3.70342, -5.50023, 2.07913], [1.00285, -2.15296, -4.56240], [2.93973, -4.99607, 3.55443], [-1.78963, -5.74395, 0.52075], [-0.22956, 3.54829, -4.09555], [0.95284, -3.34314, 4.85384], [3.14786, -0.95680, 3.91108], [3.64489, -2.47785, 4.69984], [1.23524, 5.89796, -2.31599], [4.37480, -1.98813, 3.15417], [0.43096, 3.38217, 3.96428], [-5.11331, -4.05651, 3.45846], [4.25316, 4.90015, 1.93180], [1.10212, 7.15768, -4.49407], [-0.80801, 4.84955, -1.39330], [2.72946, 1.19478, 0.51074], [0.31354, -4.84402, -0.23231], [-0.12257, 6.98543, -2.36908], [0.34376, -1.88157, 4.04393], [-0.91535, 2.21417, 4.03540], [5.13305, 4.05703, 0.68474], [0.98524, 5.42801, -4.77702], [0.35857, 2.19757, 5.29271], [3.59678, 2.65434, 2.16427], [3.35078, 2.85276, -1.79472], [-4.24090, 0.12939, 3.66111], [-4.02724, -1.09074, -0.52069], [-1.67238, 5.13879, -2.89339], [-2.62330, -4.31341, -5.29075], [-0.29181, -3.76405, -5.95003], [4.12973, 6.29468, -0.02134], [-2.06796, 0.27866, -0.58304], [-0.99216, 0.16707, -1.85376], [0.64675, -3.11998, -0.28851], [1.93447, -5.08721, 2.09090], [-5.64497, -1.79211, 4.31076], [1.85778, 3.56181, -3.10289], [-0.06049, -3.47949, 3.39586], [-5.38237, -2.81532, -1.65975], [-0.93900, 2.79545, -2.67244], [-4.51982, -3.97755, -3.65797], [4.29804, 1.75945, -0.04946], [2.52245, 5.59893, 0.18543], [3.61419, -4.52917, 1.97602], [3.60704, 4.98386, -1.05926]],
  "atomic_forces_ev_per_a": [[-0.25, -0.12, -0.48], [0.09, 0.10, 0.03], [0.08, 0.00, 0.11], [-0.05, 0.06, -0.07], [-0.21, 0.00, 0.04], [-0.16, 0.13, 0.01], [-0.06, -0.01, 0.08], [0.03, -0.02, 0.03], [-0.07, 0.04, -0.17], [0.08, -0.20, 0.01], [0.01, 0.04, 0.02], [-0.02, -0.05, 0.04], [0.00, 0.00, 0.00], [-0.03, -0.01, -0.03], [-0.01, 0.03, 0.01], [-0.01, -0.03, -0.01], [-0.03, -0.02, -0.02], [0.00, 0.00, 0.01], [-0.04, -0.01, -0.05], [-0.01, 0.09, 0.00], [-0.01, 0.03, 0.01], [0.06, 0.03, 0.06], [-0.17, 0.05, -0.03], [0.02, 0.00, 0.01], [0.00, 0.00, 0.02], [-0.01, 0.00, 0.02], [0.03, -0.02, 0.01], [0.00, 0.07, -0.02], [-0.01, 0.00, 0.05], [-0.02, -0.01, -0.02], [0.01, 0.01, 0.00], [-0.01, -0.01, 0.00], [0.03, -0.02, -0.05], [0.05, 0.02, 0.08], [0.05, -0.02, 0.08], [0.00, -0.05, 0.05], [0.02, -0.02, 0.01], [0.06, -0.02, 0.04], [0.02, 0.02, 0.03], [0.00, -0.02, 0.01], [-0.01, 0.00, -0.03], [0.01, -0.02, -0.03], [0.01, -0.01, 0.01], [0.02, -0.02, 0.06], [0.32, -0.10, 0.13], [0.11, 0.05, 0.01], [0.00, 0.00, 0.00], [-0.04, 0.02, -0.04], [0.00, 0.00, 0.01], [0.01, 0.00, 0.01], [-0.02, 0.05, -0.05], [0.00, 0.00, 0.00], [0.01, 0.00, 0.01], [0.00, 0.01, 0.01], [0.00, 0.00, 0.00], [0.00, 0.00, 0.01], [0.00, 0.00, 0.00], [0.00, 0.00, 0.00], [0.00, 0.00, 0.00], [0.01, 0.00, 0.00], [0.01, 0.00, -0.01], [0.00, 0.00, 0.00], [0.00, 0.00, 0.00], [0.00, 0.00, 0.00], [0.01, -0.03, 0.02], [0.02, 0.01, -0.01], [0.00, 0.00, 0.00], [0.00, 0.00, 0.00], [0.00, -0.01, 0.02], [0.00, 0.00, 0.00], [0.00, 0.00, 0.00], [-0.01, 0.00, 0.00], [-0.01, 0.00, -0.01], [0.01, -0.03, -0.03], [-0.01, 0.00, 0.00], [0.00, 0.00, 0.02], [0.00, 0.00, 0.00], [0.00, 0.00, 0.01], [0.01, 0.00, 0.01], [0.00, 0.00, 0.00], [0.00, -0.04, -0.02], [0.01, 0.01, 0.02], [0.05, 0.08, 0.00], [0.00, -0.01, 0.00], [0.00, 0.00, 0.00], [0.01, -0.03, 0.00], [0.00, 0.00, 0.01], [0.00, 0.01, -0.01], [0.00, -0.03, -0.01], [0.01, -0.01, 0.01], [0.00, 0.00, 0.01], [0.00, 0.00, 0.00], [0.00, 0.00, 0.00], [0.00, 0.00, 0.00]]
}

(4)
{
  "formula": "C3H5HgMgO3",
  "method": "ωB97M-V/def2-TZVPD",
  "gap_ha": [0.2324, 0.3044],
  "spin_multiplicity": 3,
  "lumo_energy_ev": [-15.131, -15.557],
  "total_charge": 3,
  "homo_ev": [-21.46, -23.84],
  "de_lowest_kcal_mol": 47.5,
  "elements": ["Hg", "Mg", "O", "O", "O", "C", "C", "C", "H", "H", "H", "H", "H"],
  "positions_angstrom": [[1.94824, -0.21938, -2.61455], [2.39446, 1.63684, 0.38151], [-1.85839, 1.42785, -0.79506], [-1.13382, 0.26768, 0.99333], [1.47447, 0.20691, -0.42400], [-1.70531, 1.21138, 0.42897], [-0.59487, -0.88418, 0.22203], [0.91071, -0.85511, 0.30724], [1.20268, -0.82903, 1.36927], [-0.97796, -0.80895, -0.80441], [1.24772, -1.83389, -0.07673], [-1.00853, -1.76353, 0.72443], [-1.89942, 2.44340, 0.28796]],
  "atomic_forces_ev_per_a": [[0.21, -0.38, -1.19], [0.36, -0.16, 0.06], [-0.50, -0.83, -0.08], [-0.45, 0.85, 1.64], [0.69, 1.74, 0.42], [0.67, 1.25, -3.32], [-0.10, -0.67, -0.52], [-0.70, -1.42, 0.87], [0.00, -0.03, -0.22], [0.02, -0.04, 0.23], [-0.01, 0.29, 0.11], [0.05, 0.14, -0.07], [-0.24, -0.74, 2.09]]
}

(5)
{
  "formula": "C6H6ClFO2S",
  "method": "ωB97M-V/def2-TZVPD",
  "gap_ha": [0.2188, 0.2461],
  "spin_multiplicity": 3,
  "lumo_energy_ev": [-0.002, -3.366],
  "homo_ev": [-5.96, -10.06],
  "de_lowest_kcal_mol": 39.7,
  "elements": ["Cl", "S", "F", "O", "O", "C", "C", "C", "C", "C", "C", "H", "H", "H", "H", "H", "H"],
  "positions_angstrom": [[3.04467, 1.13473, 0.10043], [1.83458, -0.50117, -0.00101], [-1.84672, -2.58968, -0.26484], [1.32664, -0.66129, 1.31964], [2.60512, -1.55204, -0.57813], [-1.56752, -0.56621, 0.78886], [-0.03613, 1.16795, -1.03565], [0.71834, 0.10174, -1.25658], [-0.39777, 1.56174, 0.30891], [-1.02269, 0.72497, 1.14565], [-1.06837, -1.52812, 0.02043], [-1.31242, 1.08422, 2.12428], [-0.20695, 2.58578, 0.59546], [-2.56112, -0.75197, 1.18633], [-0.45821, 1.72634, -1.86335], [1.02942, -0.26220, -2.21843], [-0.08087, -1.67477, -0.37200]],
  "atomic_forces_ev_per_a": [[0.58, 0.46, 0.27], [0.31, 0.46, -1.40], [0.10, 0.21, 0.34], [-0.27, 0.20, 0.32], [0.05, -0.30, -0.18], [-0.46, 3.46, 1.94], [-1.14, 1.39, 1.45], [2.27, -1.36, 0.24], [2.94, 2.93, -4.71], [-3.42, -5.30, 3.52], [-0.29, -2.13, -1.60], [-0.23, 0.08, -0.09], [-0.46, 0.25, -0.05], [0.14, -0.36, 0.43], [0.37, 0.30, -0.14], [-0.02, -0.15, -0.20], [-0.45, -0.12, -0.14]]
}